w.
The following is a DFT calculation (ωB97M-V/def2-TZVPD) of a cluster of 2 separate species, C4H14N2O in total.

Summary:
Total charge: +2
HOMO: -0.682 hartree
E_LUMO: -0.2472 Eh

Last column: Mulliken charge in e.
Positions of all 21 atoms, in Å:
C: 0.72302 -0.70995 1.12976  -0.621
C: -0.17046 -0.70335 -0.13771  -0.693
C: -1.06446 0.46580 -0.30546  -0.379
C: -2.10090 0.63795 0.50194  -0.281
N: -2.95316 1.83610 0.31862  -0.248
N: 2.21811 -0.54183 0.77465  -0.233
H: 0.48977 0.05908 1.86626  0.421
H: 0.61605 -1.59697 1.75410  0.347
H: 0.51418 -0.89619 -0.97150  0.339
H: -0.58599 -1.71850 -0.17949  0.424
H: -0.90106 1.06950 -1.19390  0.393
H: -2.33006 -0.04099 1.31024  0.376
H: -3.80384 1.53881 -0.16100  0.380
H: -3.22551 2.36285 1.14760  0.377
H: -2.44910 2.54881 -0.19671  0.371
H: 2.28818 -0.28461 -0.22373  0.342
H: 2.51066 0.29730 1.29353  0.393
H: 2.83944 -1.30925 0.99098  0.349
H: 3.16779 -1.02119 -2.31022  0.310
H: 2.00116 -1.14433 -3.15527  0.279
O: 2.21616 -0.84905 -2.25270  -0.646

=====

x.
The following is a DFT calculation (ωB97M-V/def2-TZVPD) of a cluster of 3 separate species, C4H14N2O in total.

Summary:
Total charge: +2
HOMO: -0.655 hartree
E_LUMO: -0.3555 Eh

Last column: Mulliken charge in e.
Positions of all 21 atoms, in Å:
C: 0.22462 0.12931 1.34656  -0.494
C: -0.24418 1.15117 0.39273  -0.274
C: 0.52795 0.49301 -0.71231  -0.011
C: 1.72871 -0.06874 -0.37640  -0.695
N: -0.12770 0.61286 -2.07136  -0.193
N: -1.28814 0.96125 3.31907  -0.723
H: 1.06421 0.40013 1.97176  0.351
H: -0.27398 -0.86297 1.58453  0.333
H: 0.20984 2.11241 0.52297  0.333
H: -1.29550 1.34309 0.50796  0.477
H: 1.87688 -1.03343 -0.82387  0.413
H: 2.37825 0.60868 0.23022  0.351
H: -0.92941 1.25284 -2.05604  0.418
H: 0.52081 1.02494 -2.77053  0.436
H: -0.45572 -0.31501 -2.46184  0.376
H: -2.22908 1.26026 3.06780  0.272
H: -1.18030 1.35086 4.26861  0.296
H: -1.24279 -0.04863 3.53669  0.302
H: 0.53637 -3.29143 -3.86113  0.340
H: -0.01212 -3.98419 -2.64989  0.338
O: 0.21129 -3.09641 -2.96555  -0.648

=====

Relative energies with respect to the most stable structure, expressed in eV: w 0.000; x 4.423.